No. 1
125
Properties=species:S:1:pos:R:3 method="wB97M-V/def2-TZVPD" total_energy_ev=-107557.30852 homo_lumo_gap_ev=9.33 e_lumo_ev=-1.1
Rb -3.257 0.720 3.188
P -0.642 -0.220 0.529
F -2.049 -0.933 0.175
F -0.929 -0.319 2.138
F 0.131 -1.683 0.504
F 0.735 0.505 0.995
F -0.247 -0.016 -1.045
F -1.416 1.232 0.561
C -0.688 -3.060 4.239
C -1.408 -3.767 3.107
C -2.853 -3.358 3.139
O -2.884 -2.151 3.989
C -1.784 -2.306 4.995
H 0.071 -2.371 3.872
H -0.178 -3.806 4.849
H -1.290 -4.850 3.113
H -1.031 -3.359 2.169
H -3.457 -4.104 3.657
H -3.309 -3.345 2.149
H -1.940 -2.779 5.965
H -1.332 -1.323 5.126
C -4.150 5.655 -0.625
C -3.965 4.292 -1.116
C -4.074 3.390 0.044
O -3.528 4.096 1.107
C -3.797 5.488 0.873
H -5.163 6.044 -0.724
H -3.529 6.428 -1.077
H -2.994 4.107 -1.574
H -4.783 4.005 -1.776
H -3.588 2.461 -0.256
H -5.084 3.115 0.348
H -2.864 6.038 1.001
H -4.598 5.913 1.477
C 1.826 2.060 4.477
C 1.989 3.164 5.480
C 0.550 3.395 5.945
O -0.233 3.108 4.800
C 0.382 2.145 4.026
H 1.973 1.123 5.015
H 2.537 2.016 3.652
H 2.295 4.065 4.948
H 2.720 3.002 6.273
H 0.515 4.430 6.286
H 0.339 2.809 6.840
H 0.350 2.371 2.960
H -0.131 1.192 4.148
C -1.347 1.164 -4.275
C -0.714 2.339 -4.963
C -1.307 3.716 -4.777
O -0.222 4.607 -4.698
C 0.882 3.877 -4.387
O 1.942 4.326 -4.012
O 0.581 2.604 -4.430
H -2.361 0.973 -4.627
H -1.342 1.283 -3.192
H -0.868 0.202 -4.458
H -0.631 2.078 -6.018
H -1.796 3.788 -3.805
H -2.002 4.016 -5.560
C 2.303 3.597 0.970
C 1.601 4.145 -0.297
C 0.109 3.761 -0.542
O -0.467 4.950 -0.963
C 0.370 5.954 -0.577
O 0.075 7.125 -0.545
O 1.567 5.486 -0.177
H 3.347 3.903 1.041
H 2.328 2.507 0.988
H 1.898 3.940 1.922
H 2.104 3.885 -1.228
H -0.378 3.273 0.302
H 0.061 3.052 -1.369
C -0.740 -3.159 -3.363
C -2.105 -3.551 -2.732
C -3.135 -2.453 -2.561
O -4.238 -2.886 -3.332
C -4.043 -4.126 -3.699
O -4.899 -4.867 -4.142
O -2.784 -4.427 -3.555
H -0.080 -4.011 -3.529
H -0.136 -2.442 -2.807
H -0.852 -2.739 -4.362
H -1.971 -4.081 -1.789
H -2.697 -1.537 -2.957
H -3.388 -2.256 -1.519
C 2.433 0.780 -2.296
C 2.770 -0.511 -2.882
C 2.477 -0.401 -4.393
O 3.700 -0.758 -4.939
C 4.651 -0.867 -4.052
O 5.813 -1.195 -4.279
O 4.144 -0.724 -2.845
H 2.920 1.597 -2.829
H 2.765 0.761 -1.258
H 1.357 0.929 -2.384
H 2.172 -1.367 -2.570
H 2.126 0.608 -4.608
H 1.696 -1.134 -4.594
C 1.967 -6.014 1.038
C 0.505 -6.228 0.543
C -0.077 -5.176 -0.383
O -0.418 -5.912 -1.595
C -0.121 -7.168 -1.479
O -0.259 -7.950 -2.407
O 0.490 -7.410 -0.260
H 1.968 -5.160 1.715
H 2.554 -5.756 0.156
H 2.471 -6.896 1.433
H -0.154 -6.395 1.395
H 0.545 -4.297 -0.555
H -1.011 -4.831 0.061
C 3.304 -1.777 0.249
C 3.401 -1.127 1.629
C 2.509 -1.666 2.731
O 3.446 -1.975 3.700
C 4.729 -1.840 3.303
O 5.717 -2.061 4.045
O 4.757 -1.382 2.060
H 3.887 -1.230 -0.491
H 2.262 -1.801 -0.067
H 3.534 -2.843 0.273
H 3.301 -0.044 1.557
H 1.971 -2.528 2.336
H 1.795 -0.888 3.002

No. 2
7
Properties=species:S:1:pos:R:3 method="wB97M-V/def2-TZVPD" de_lowest_kcal_mol=149.49 total_energy_ev=-30203.05883 homo_lumo_gap_ev="10.46 / 6.85" e_lumo_ev="-0.1 / -1.1"
C 0.925 -0.926 -0.008
O -0.923 1.445 -0.092
O -0.946 0.479 0.908
Cl 1.267 0.373 -1.018
Cl 0.204 -2.351 -0.536
H 1.318 -0.661 1.010
H -1.845 1.640 -0.265

No. 3
16
Properties=species:S:1:pos:R:3 method="wB97M-V/def2-TZVPD" de_lowest_kcal_mol=5.78 smiles=CC.CC total_energy_ev=-4342.27763 homo_lumo_gap_ev=12.87 e_lumo_ev=1.1
C 0.729 0.610 2.119
C 1.643 1.197 1.048
H 0.328 -0.364 1.810
H 1.316 0.462 3.035
H -0.060 1.274 2.467
H 2.093 2.099 1.452
H 1.067 1.482 0.169
H 2.383 0.448 0.776
C -0.819 -0.847 -2.288
C -1.596 -0.913 -0.940
H 0.156 -1.328 -2.147
H -1.259 -1.478 -3.064
H -0.644 0.189 -2.546
H -2.316 -0.102 -0.916
H -2.167 -1.841 -0.816
H -0.854 -0.889 -0.157

No. 4
11
Properties=species:S:1:pos:R:3 method="wB97M-V/def2-TZVPD" de_lowest_kcal_mol=107.12 total_energy_ev=-8773.04949 homo_lumo_gap_ev=8.73 e_lumo_ev=0.2
C -1.689 0.349 0.140
C -0.256 -0.219 -0.837
O -0.324 1.068 -0.721
N 0.917 -0.770 -0.338
C 1.991 -0.093 0.232
O 3.005 -0.651 0.581
H -2.498 0.278 -0.576
H -1.724 1.258 0.747
H -1.636 -0.514 0.809
H 1.047 -1.767 -0.453
H 1.815 0.987 0.331

No. 5
15
Properties=species:S:1:pos:R:3 method="wB97M-V/def2-TZVPD" de_lowest_kcal_mol=150.34 charge=+1 total_energy_ev=-7261.62249 homo_lumo_gap_ev="7.28 / 9.86" e_lumo_ev="-5.8 / -4.3"
C -0.490 -1.419 0.837
C -0.044 0.453 0.791
C -1.161 1.785 -1.429
C 1.769 -0.983 -0.302
N 0.563 -0.774 0.415
N -1.083 -0.327 1.353
H -0.807 -2.377 0.772
H 0.519 1.147 1.262
H -0.380 1.642 -2.048
H -1.285 2.767 -0.878
H -1.854 0.974 -1.045
H 2.739 -0.919 0.445
H 1.728 -1.826 -0.931
H 1.829 -0.073 -0.981
H -2.043 -0.071 1.738

No. 6
16
Properties=species:S:1:pos:R:3 method="wB97M-V/def2-TZVPD" de_lowest_kcal_mol=53.23 smiles=N[C@@H]1C[C@H](N)[C@@H]1F total_energy_ev=-9989.45591 homo_lumo_gap_ev=9.84 e_lumo_ev=1.1
N -2.253 -0.265 -0.179
C -1.086 0.288 0.349
C 0.098 0.985 -0.407
C 1.103 0.188 0.419
N 2.321 -0.450 -0.221
C -0.059 -0.763 0.683
F -0.244 -1.673 -0.234
H -2.072 -0.943 -0.872
H -3.049 0.278 -0.520
H -1.301 0.978 1.231
H 0.093 0.737 -1.471
H 0.029 2.029 -0.379
H 1.420 0.548 1.409
H 3.256 0.083 -0.406
H 1.787 -0.839 -1.138
H -0.043 -1.182 1.737